Here is 2 unconnected molecules or ions with the total composition C15H20ClF10NO7PS2 from OMol25. Energies are from the ωB97M-V functional and the def2-TZVPD basis.

Element x y z (Å)
C: 2.567 -1.903 2.210
O: 1.190 -2.215 2.452
C: 0.852 -3.562 2.567
C: -0.171 -3.982 1.488
P: 0.142 -5.787 1.067
S: 0.227 -7.058 2.502
C: -0.212 -3.147 0.193
C: -1.530 -2.322 0.202
C: -1.489 -0.769 0.288
C: -0.249 -0.175 0.957
C: 0.027 1.271 0.524
F: -0.053 2.078 1.595
F: -0.866 1.734 -0.378
C: 1.431 1.499 -0.080
F: 1.635 2.798 -0.230
F: 2.329 1.018 0.808
C: 1.652 0.790 -1.468
F: 1.543 1.671 -2.449
F: 0.692 -0.157 -1.635
C: 3.016 0.061 -1.610
F: 3.204 -0.310 -2.875
F: 4.018 0.846 -1.219
F: 3.002 -1.047 -0.827
S: -2.481 -2.772 -1.307
O: -3.647 -1.983 -1.388
O: -2.472 -4.183 -1.440
F: -1.445 -2.203 -2.332
C: -2.280 -2.936 1.353
Cl: -3.835 -2.576 1.818
N: -1.550 -3.790 1.988
O: -2.044 -4.521 3.016
H: 3.007 -1.487 3.118
H: 3.121 -2.797 1.915
H: 2.631 -1.162 1.410
H: 0.404 -3.747 3.552
H: 1.725 -4.223 2.523
H: 1.329 -5.547 0.356
H: -0.832 -5.969 0.072
H: -0.267 -3.843 -0.648
H: 0.688 -2.558 0.035
H: -2.384 -0.454 0.831
H: -1.605 -0.363 -0.713
H: -0.351 -0.151 2.043
H: 0.638 -0.772 0.760
H: -1.725 -4.116 3.843
C: -1.478 8.203 -3.742
O: -1.798 7.484 -2.543
C: -0.811 6.727 -2.075
O: 0.281 6.598 -2.568
O: -1.233 6.123 -0.960
C: -0.248 5.289 -0.345
H: -2.373 8.764 -3.988
H: -0.641 8.877 -3.569
H: -1.227 7.512 -4.544
H: 0.618 5.877 -0.047
H: 0.063 4.507 -1.036
H: -0.732 4.862 0.529

Net charge: +1
DFT total energy, Eh: -3761.2694
Kohn-Sham gap, eV: 7.31
F_max, eV/A: 0.67
HOMO level, eV: -12.3
M, g mol⁻¹: 646.866

Here is C5H9NO2S2 in the gas phase in a non-equilibrium geometry from OMol25. Energies are from the ωB97M-V functional and the def2-TZVPD basis.

Element x y z (Å)
C: -1.698 1.257 -0.131
C: -1.420 -1.059 0.504
C: 2.854 0.328 -0.070
C: 1.457 0.070 0.479
C: 0.402 0.205 -0.618
N: -0.951 0.161 -0.075
O: -1.466 2.351 -0.517
O: -3.472 -1.518 -1.137
S: -3.498 0.837 0.615
S: -3.282 -1.230 0.272
H: -0.964 -1.913 0.002
H: -1.240 -1.104 1.583
H: 3.591 0.238 0.723
H: 3.098 -0.388 -0.851
H: 2.919 1.331 -0.483
H: 1.235 0.792 1.269
H: 1.413 -0.930 0.915
H: 0.513 1.167 -1.121
H: 0.509 -0.593 -1.360

DFT total energy, Eh: -1197.5194
Kohn-Sham gap, eV: 10.09
F_max, eV/A: 2.64
HOMO level, eV: -9.6
Energy above the lowest of the compared OMol25 structures with the same formula, charge and spin, kcal per mole: 0.0
M, g mol⁻¹: 179.266